68
Properties=species:S:1:pos:R:3:mulliken_charge:R:1 method="wB97M-V/def2-TZVPD" gap_ev="5.72 / 4.80" homo_ev="-10.62 / -10.90" largest_force_ev_per_a=16.278 spin_multiplicity=5 s2=6.226 total_charge=+1
Mn 1.048 1.795 0.377 -0.536
N -3.269 -0.609 5.697 -0.532
C -3.018 -0.553 4.316 0.226
C -4.014 -0.108 3.439 -0.851
C -3.743 0.069 2.080 -0.820
C -2.453 -0.165 1.605 -0.420
C -1.433 -0.556 2.473 0.209
C -1.716 -0.722 3.832 -0.280
S -2.046 0.121 -0.156 1.614
O -3.312 0.653 -0.664 -0.842
O -1.734 -1.246 -0.575 -0.760
N -0.821 1.131 -0.097 0.054
C -0.432 1.945 -1.193 0.445
N -0.905 1.562 -2.390 -0.251
C -0.592 2.310 -3.464 0.097
C 0.204 3.432 -3.435 -0.847
C 0.701 3.782 -2.206 -0.364
N 0.435 3.100 -1.084 -0.408
H -4.242 -0.808 5.906 0.273
H -2.633 -1.233 6.183 0.238
H -5.014 0.109 3.804 0.322
H -4.524 0.402 1.403 0.579
H -0.426 -0.709 2.095 -0.324
H -0.907 -0.986 4.506 0.155
H -1.030 1.958 -4.393 0.503
H 0.422 3.999 -4.326 0.558
H 1.342 4.646 -2.079 0.439
C 2.423 -0.733 -1.813 0.199
C 1.999 -1.035 -0.420 0.464
N 1.494 -0.149 0.412 -1.006
C 1.210 -0.757 1.614 -0.575
C 1.498 -2.101 1.696 0.157
S 2.155 -2.633 0.202 -0.367
C 0.643 0.114 2.631 -0.394
C 0.260 -0.198 3.915 -0.104
S -0.347 1.210 4.685 -0.116
C -0.048 2.110 3.248 0.784
N 0.469 1.426 2.250 0.250
C -0.366 3.562 3.180 -1.404
H 2.256 0.325 -2.043 -1.112
H 1.852 -1.328 -2.532 -0.184
H 3.489 -0.942 -1.949 0.572
H 1.363 -2.780 2.525 0.548
H 0.300 -1.147 4.429 0.638
H -0.788 3.944 4.115 0.479
H -1.089 3.748 2.380 0.291
H 0.542 4.133 2.960 0.339
F 0.396 -0.040 -0.507 3.227
C 0.669 -0.825 -1.569 -0.908
C 0.414 -2.141 -1.508 1.527
F -0.098 -2.673 -0.382 -0.344
C 0.631 -2.996 -2.689 -0.385
C 0.633 -2.287 -3.985 -0.065
C 0.872 -0.964 -4.045 -0.306
F 0.842 -0.324 -5.229 -0.322
C 1.166 -0.212 -2.815 1.057
C 1.884 0.939 -2.807 1.140
C 2.331 1.505 -1.577 0.926
N 2.729 1.874 -0.553 -0.564
C 2.364 1.563 -3.996 -0.160
N 2.766 2.072 -4.957 -0.624
F 0.354 -2.967 -5.114 -0.276
C 0.833 -4.334 -2.581 0.955
C 1.110 -5.155 -3.713 -0.356
N 1.364 -5.823 -4.628 -0.503
C 0.893 -4.994 -1.317 -0.133
N 0.965 -5.526 -0.288 -0.593
H 1.677 3.222 1.123 -0.225